No. 1
99
Properties=species:S:1:pos:R:3:mulliken_spin:R:1 method="wB97M-V/def2-TZVPD" e_tot_ev=-114883.56048 multiplicity=3 charge=+1 e_homo_ev="-9.79 / -9.82" gap_ev="4.97 / 5.48"
Mo -0.21861 -0.08429 0.29421 2.766
I 0.37821 6.62631 7.42153 0.000
C 0.25952 5.23816 5.87007 0.001
C -0.53484 4.10915 6.01210 -0.001
C -0.61080 3.18928 4.97818 0.002
C 0.10530 3.38237 3.80053 0.018
C 0.89914 4.51878 3.67357 0.001
C 0.97650 5.44663 4.69973 -0.001
C 0.02139 2.38873 2.69442 -0.029
C -1.21810 2.25363 2.05738 0.033
C -2.38180 3.06488 2.28735 0.032
C -3.34720 2.64420 1.42868 0.002
C -2.78873 1.57578 0.64748 0.065
C -3.43323 0.90417 -0.40279 -0.082
C -4.85322 1.28372 -0.67211 0.015
C -5.15594 2.42698 -1.40394 -0.002
C -6.47362 2.77705 -1.65477 0.000
C -7.50015 1.97876 -1.16918 0.000
I -9.48490 2.49937 -1.54283 0.000
C -7.21206 0.83668 -0.43607 0.000
C -5.89125 0.49428 -0.19077 0.001
C -2.87790 -0.07422 -1.22917 0.074
N -1.59828 -0.57566 -1.16809 -0.139
C -1.46385 -1.51142 -2.15760 -0.015
C -0.29643 -2.21664 -2.46296 0.043
C -0.37081 -3.21497 -3.56798 -0.004
C -0.99761 -4.43987 -3.36564 0.000
C -1.06387 -5.37699 -4.38575 0.000
C -0.50288 -5.08840 -5.62186 0.000
I -0.59648 -6.49461 -7.15905 0.000
C 0.11951 -3.86759 -5.84033 0.000
C 0.18355 -2.93798 -4.81400 -0.004
C 0.93776 -2.05594 -1.82482 0.024
C 2.15738 -2.72586 -2.19509 0.019
C 3.12755 -2.28870 -1.35648 0.031
C 2.51882 -1.35683 -0.44181 0.039
N 1.18744 -1.24243 -0.75345 -0.141
C 3.18341 -0.69066 0.58754 -0.023
C 2.62517 0.27812 1.43817 0.048
C 3.29800 0.89369 2.54364 0.015
C 2.41926 1.75364 3.12383 0.025
C 1.19117 1.67878 2.38666 0.010
N 1.35087 0.77291 1.36503 -0.135
C 4.60436 -1.06490 0.82831 -0.001
C 4.91637 -2.32406 1.33324 0.001
C 6.23314 -2.68214 1.57444 0.000
C 7.25115 -1.77839 1.30491 0.000
I 9.23480 -2.31013 1.66720 0.000
C 6.95537 -0.52117 0.79698 0.000
C 5.63546 -0.16890 0.56423 0.000
C -2.70542 -1.60573 -2.87677 0.020
C -3.56808 -0.72464 -2.31290 0.023
N -1.50626 1.35143 1.06601 -0.099
H -1.08987 3.94441 6.92522 0.000
H -1.22658 2.30551 5.09182 0.000
H 1.45856 4.68222 2.76053 0.001
H 1.59085 6.32901 4.58693 0.000
H -2.44665 3.86706 3.00268 0.003
H -4.34667 3.03143 1.32355 0.003
H -4.35411 3.04826 -1.78389 0.000
H -6.69884 3.66615 -2.22725 0.000
H -8.01192 0.21590 -0.05684 0.000
H -5.66587 -0.39752 0.38138 -0.001
H -1.43413 -4.66510 -2.39989 0.000
H -1.54939 -6.32814 -4.21619 0.000
H 0.55042 -3.64028 -6.80560 0.000
H 0.66899 -1.98465 -4.98547 0.000
H 2.25644 -3.42586 -3.00727 0.002
H 4.16948 -2.56107 -1.35777 0.002
H 4.30773 0.68167 2.85166 0.001
H 2.58479 2.37091 3.99038 0.001
H 4.11872 -3.02601 1.54671 0.000
H 6.46435 -3.66011 1.97333 0.000
H 7.74952 0.18002 0.58128 0.000
H 5.40512 0.81189 0.16634 0.000
H -2.88421 -2.25523 -3.71722 0.001
H -4.58608 -0.52513 -2.60261 0.001
Te -1.13189 -1.57721 2.23110 -0.653
C -0.25257 -3.45269 2.14223 0.076
C -0.39541 -4.41103 3.11515 -0.046
C 0.29385 -5.60663 2.80883 0.023
C 0.94214 -5.53705 1.61104 -0.062
S 0.72855 -4.02344 0.85133 0.016
H -0.97480 -4.26223 4.01497 0.000
H 0.30526 -6.47791 3.44567 0.000
H 1.53381 -6.30350 1.13640 -0.002
C 1.31508 3.48038 -2.17450 -0.001
C 0.43923 2.82035 -3.23534 -0.001
C 0.26378 1.41468 -2.68812 -0.004
O 0.35440 1.54834 -1.24388 0.007
C 0.75038 2.89956 -0.89381 -0.003
H 1.26435 4.56726 -2.18818 0.000
H 2.35778 3.18168 -2.29637 0.000
H 0.88800 2.81723 -4.22649 0.000
H -0.52646 3.32473 -3.29910 0.000
H 1.06260 0.73888 -3.00408 -0.001
H -0.70044 0.97452 -2.93421 0.005
H 1.47142 2.83557 -0.08254 0.002
H -0.13800 3.43887 -0.55113 -0.001

No. 2
98
Properties=species:S:1:pos:R:3:mulliken_spin:R:1 method="wB97M-V/def2-TZVPD" e_tot_ev=-153915.23457 relative_energy_kcal_mol=6.5 multiplicity=3 charge=+2 e_homo_ev="-12.50 / -12.98" gap_ev="6.97 / 5.49"
Au -0.33091 -0.18424 0.42955 0.325
Br 0.80752 -7.45667 2.14416 0.078
C 0.68067 -5.61821 2.15044 0.245
C 1.65443 -4.86061 2.84240 -0.063
C 1.57337 -3.50556 2.83317 0.180
C 0.50178 -2.81817 2.13436 0.050
O 0.47523 -1.57664 2.16861 0.313
C -0.49227 -3.62945 1.42953 0.108
C -1.67387 -3.09941 0.74643 -0.011
N -1.91554 -1.87518 0.48246 0.087
C -3.21412 -1.49563 0.00471 -0.022
C -4.30672 -2.31989 0.04478 0.034
C -5.55982 -1.90865 -0.45480 -0.007
C -5.71163 -0.66023 -0.98030 0.026
C -4.61883 0.23879 -0.99474 -0.001
C -4.73430 1.55272 -1.51385 -0.002
C -3.65420 2.38067 -1.49751 0.003
C -2.45464 1.90244 -0.93483 -0.001
N -2.32129 0.70272 -0.43603 0.017
C -3.37498 -0.16048 -0.47731 0.022
C -0.37903 -4.99652 1.47104 -0.015
H 2.44779 -5.37204 3.36765 0.005
H 2.29013 -2.88175 3.34807 0.007
H -2.40660 -3.86262 0.48195 0.005
H -4.24141 -3.30798 0.47886 -0.001
H -6.39450 -2.59302 -0.41523 0.000
H -6.66550 -0.33945 -1.37595 0.000
H -5.68187 1.87549 -1.92434 0.000
H -3.69668 3.38432 -1.89380 0.001
H -1.57898 2.54403 -0.90823 0.000
H -1.11265 -5.61266 0.96876 0.001
O 2.18386 1.89959 -0.80312 -0.009
C 2.22705 3.11600 -0.18893 0.014
C 2.96791 4.21757 -0.58941 0.002
C 2.94124 5.37178 0.18309 0.000
C 2.20027 5.44147 1.35132 0.002
C 1.44359 4.34625 1.72649 0.014
C 1.42382 3.18786 0.94819 0.005
P 0.46888 1.79558 1.58498 0.194
C 1.44540 1.19977 2.98693 0.037
C 2.70562 0.67742 2.68934 0.028
C 3.53168 0.23655 3.70630 -0.013
C 3.10294 0.30251 5.02800 0.020
C 1.85312 0.82078 5.32767 -0.009
C 1.02345 1.27306 4.30921 0.026
C -1.12184 2.40922 2.17282 0.048
C -1.91879 1.52926 2.91422 0.031
C -3.21021 1.87793 3.26356 -0.014
C -3.73289 3.10150 2.85907 0.029
C -2.96008 3.96887 2.10422 -0.008
C -1.66136 3.62454 1.75471 0.029
C 3.02227 1.32217 -1.72223 0.005
C 4.24040 1.81624 -2.15797 0.000
C 4.96220 1.09398 -3.10169 0.002
C 4.49098 -0.10498 -3.60640 0.000
C 3.28257 -0.59736 -3.14181 0.000
C 2.54058 0.09977 -2.19064 0.025
P 0.93388 -0.55450 -1.67077 0.062
C 1.15203 -2.35694 -1.82162 0.008
C 1.87241 -2.97972 -0.80201 0.024
C 2.14298 -4.33693 -0.85569 -0.007
C 1.67171 -5.09542 -1.91879 0.013
C 0.95475 -4.48454 -2.93967 0.000
C 0.70702 -3.11905 -2.89829 0.004
C -0.26093 -0.06269 -2.94424 0.009
C -1.47115 -0.74843 -3.04956 0.017
C -2.44816 -0.32024 -3.93028 -0.008
C -2.23523 0.81545 -4.70529 0.011
C -1.04300 1.51298 -4.59213 -0.004
C -0.05723 1.07644 -3.71570 0.012
H 3.55499 4.22155 -1.48878 0.000
H 3.52428 6.22237 -0.13907 0.000
H 2.20488 6.33533 1.95540 0.000
H 0.86358 4.39100 2.63860 0.002
H 3.04648 0.62051 1.66124 0.005
H 4.51452 -0.14787 3.47351 0.000
H 3.75155 -0.03463 5.82350 0.001
H 1.52642 0.89112 6.35484 0.001
H 0.06590 1.70271 4.56300 0.003
H -1.53365 0.56199 3.21584 -0.003
H -3.80984 1.19851 3.85164 0.000
H -4.74127 3.37541 3.13381 0.001
H -3.36297 4.92073 1.78841 0.000
H -1.07434 4.31000 1.15914 0.001
H 4.66812 2.72620 -1.78102 0.000
H 5.91153 1.48714 -3.43584 0.000
H 5.06149 -0.65670 -4.33688 0.000
H 2.92212 -1.54659 -3.51024 0.001
H 2.25274 -2.38807 0.02488 0.004
H 2.72827 -4.80217 -0.07280 -0.010
H 1.87779 -6.15578 -1.96048 0.001
H 0.60548 -5.06612 -3.78054 0.000
H 0.18010 -2.65360 -3.72078 0.001
H -1.66190 -1.62242 -2.43507 0.006
H -3.37379 -0.87241 -4.01696 0.000
H -2.99216 1.14748 -5.40076 0.000
H -0.86897 2.39251 -5.19568 0.000
H 0.87630 1.62194 -3.65283 0.001